The following is a DFT calculation (wB97M-V/def2-TZVPD) of a molecular structure, C28H28F6IrN6O4PS3Sb at a distorted geometry.

- HOMO energy (spin up / spin down) (eV) = -10.33 / -10.36
- gap between HOMO and LUMO (spin up / spin down) (eV) = 6.250 / 3.811
- <S²> = 6.08
- DFT total energy (Eh) = -4192.83133
- energy above the lowest of the compared OMol25 structures with the same formula, charge and spin (kcal per mole) = 38.8

Geometry as ORCA input:
```
! RIJCOSX wB97M-V def2-TZVPD def2/J DEFGRID3
* xyz 1 5
Ir -0.16344 0.29851 -0.31194
O 3.65884 2.65671 0.13477
C 3.80910 2.38928 1.42792
C 4.88017 2.99729 2.08578
C 5.06472 2.80566 3.43487
C 4.19593 1.99724 4.17951
C 3.15107 1.37241 3.55251
C 2.93995 1.54811 2.17096
C 1.79195 0.95148 1.53151
O 1.72987 0.86963 0.23590
N 0.76810 0.58210 2.31072
N -0.30973 0.23574 1.62670
C -1.40699 -0.03101 2.31234
C -2.64180 -0.41081 1.77262
C -3.69404 -0.67665 2.68819
C -4.92113 -1.08358 2.26552
C -5.15780 -1.26437 0.88381
C -4.17877 -1.00916 -0.03519
C -2.90147 -0.53794 0.35281
O -2.06248 -0.23168 -0.57902
H 2.88044 2.19977 -0.22520
H 5.54567 3.62312 1.50723
H 5.89457 3.29157 3.92928
H 4.35050 1.86683 5.24071
H 2.47861 0.71939 4.08939
H -1.33014 0.04352 3.39251
H -3.49295 -0.54926 3.74415
H -5.71022 -1.26140 2.98131
H -6.13152 -1.59743 0.55088
H -4.35015 -1.13396 -1.09588
C 1.28968 -4.23553 -1.30778
P -0.15689 -3.17035 -1.10353
C -0.59899 -2.53904 -2.73271
C -1.52622 -4.23379 -0.56849
O 0.12053 -2.08291 -0.09067
H 1.13104 -4.97337 -2.09317
H 1.48755 -4.74284 -0.36423
H 2.13648 -3.59910 -1.56197
H -0.87776 -3.34797 -3.40595
H 0.25825 -2.00893 -3.14786
H -1.42915 -1.83987 -2.62982
H -1.74440 -4.98005 -1.33136
H -2.40591 -3.61382 -0.39339
H -1.25208 -4.73602 0.35855
N -1.04598 3.32537 -1.29620
C -0.95094 4.65327 -1.15841
C -0.27578 4.89070 0.02183
C 0.01026 3.62184 0.52976
N -0.46520 2.67968 -0.28075
H -1.43285 2.82235 -2.08150
H -1.35988 5.32764 -1.88999
H -0.02212 5.83903 0.45881
H 0.52814 3.36911 1.44081
S 8.45530 0.78278 -0.44071
C 7.09057 -0.10577 -0.70313
S 5.81249 0.47714 -1.71741
C 4.79971 -0.87515 -1.18499
N 5.45400 -1.69187 -0.38657
N 6.69633 -1.30725 -0.12596
C 7.47160 -2.18128 0.70232
C 8.86311 -2.19447 0.68902
C 9.54600 -3.07556 1.51242
C 8.85666 -3.96200 2.32362
C 7.46950 -3.96572 2.31248
C 6.77439 -3.08201 1.50931
S 3.22885 -1.07524 -1.71137
H 9.41229 -1.55177 0.02572
H 10.62691 -3.07477 1.50266
H 9.39743 -4.66267 2.94502
H 6.92196 -4.66180 2.93286
H 5.69544 -3.08229 1.49863
F 0.19878 0.49705 -2.39000
Sb 0.47364 1.05096 -4.35239
F 1.36773 -0.60022 -4.54784
F -1.22031 0.22857 -4.50571
F 0.60557 1.54021 -6.14409
F -0.42054 2.67042 -3.90183
F 2.06327 1.80904 -3.66655
*
```